1.
A cluster of 2 separate species, C3H9N5O3 in total, computed with ωB97M-V with the def2-TZVPD basis set.

```
! RIJCOSX wB97M-V def2-TZVPD def2/J DEFGRID3
* xyz 0 1
N 1.243 -3.721 -1.399
N 1.244 -2.595 -2.206
C 1.442 -1.340 -1.653
N 1.411 -0.336 -2.590
O 1.626 -1.136 -0.466
H 1.997 -4.361 -1.655
H 0.348 -4.210 -1.423
H 1.103 -2.684 -3.208
H 1.264 -0.494 -3.579
H 1.556 0.599 -2.224
O 0.528 1.149 -0.639
C 0.039 1.618 0.358
N -1.291 1.478 0.683
N -1.832 2.103 1.773
C -2.018 1.445 2.961
O -2.568 1.942 3.921
H 0.581 2.196 1.121
H -1.902 1.014 0.004
H -2.238 3.027 1.668
H -1.598 0.427 2.938
*
```

* molar mass: 163.14 g/mol
* structure (SMILES): NNC(N)=O.O=CNNC=O
* HOMO energy: -9.315 eV

---

2.
A cluster of 4 separate species, C24H28NO11P in total, computed with ωB97M-V with the def2-TZVPD basis set.

```
! RIJCOSX wB97M-V def2-TZVPD def2/J DEFGRID3
* xyz 0 1
C 1.909 -0.536 6.304
C 2.231 0.913 5.561
O 2.329 1.922 6.664
C 0.901 1.281 4.672
O 0.885 0.718 3.314
C 2.007 1.261 2.490
O 1.722 0.902 1.093
C 2.888 1.074 0.215
C 3.929 2.260 0.657
N 4.834 2.742 -0.496
P 5.639 4.239 0.150
O 4.443 5.504 -0.201
O 5.689 4.179 1.919
H 1.450 -1.329 5.542
H 2.881 -0.921 6.828
H 1.022 -0.313 7.071
H 3.242 0.922 4.971
H 2.838 1.415 7.387
H -0.023 0.787 5.244
H 0.698 2.447 4.720
H 2.020 2.433 2.694
H 3.024 0.735 2.810
H 2.453 1.398 -0.848
H 3.515 0.090 0.036
H 3.383 3.228 1.070
H 4.674 1.782 1.449
H 5.621 2.049 -0.637
H 3.705 5.344 0.476
H 4.772 4.481 2.244
O -1.909 -0.109 6.451
C -2.800 -0.237 5.622
C -2.528 -0.100 4.177
C -3.502 -0.238 3.272
C -4.891 -0.534 3.678
O -5.781 -0.662 2.849
C -5.162 -0.671 5.123
C -4.188 -0.533 6.027
H -1.505 0.117 3.896
H -3.321 -0.140 2.209
H -6.186 -0.888 5.404
H -4.370 -0.631 7.091
O 1.817 -1.430 -1.268
C 0.966 -1.252 -2.128
C 0.128 -0.037 -2.137
C -0.804 0.156 -3.077
C -1.033 -0.837 -4.145
O -1.884 -0.659 -5.006
C -0.195 -2.052 -4.136
C 0.737 -2.244 -3.197
H 0.308 0.682 -1.347
H -1.428 1.041 -3.098
H -0.375 -2.771 -4.926
H 1.361 -3.130 -3.176
O -1.327 -3.206 -6.594
C -2.178 -3.028 -7.455
C -3.017 -1.813 -7.464
C -3.948 -1.621 -8.403
C -4.177 -2.613 -9.472
O -5.029 -2.435 -10.332
C -3.339 -3.828 -9.462
C -2.408 -4.020 -8.523
H -2.836 -1.094 -6.674
H -4.572 -0.735 -8.424
H -3.520 -4.547 -10.253
H -1.784 -4.906 -8.502
*
```

* molar mass: 537.46 g/mol
* structure (SMILES): C[C@H](O)COCOCCNP(O)O.O=C1C=CC(=O)C=C1.O=C1C=CC(=O)C=C1.O=C1C=CC(=O)C=C1
* HOMO energy: -9.511 eV

---

3.
The molecule C3H8N4O, computed with ωB97M-V with the def2-TZVPD basis set.

```
! RIJCOSX wB97M-V def2-TZVPD def2/J DEFGRID3
* xyz 0 1
H 1.211 -0.830 2.001
N 1.912 -0.909 1.305
C 1.726 -0.852 0.080
N 0.608 -0.468 -0.613
N -0.169 0.446 0.067
C 0.148 1.944 -0.074
C -1.511 -0.224 0.170
N -1.882 -1.381 -0.512
O -2.349 0.217 1.175
H 2.543 -0.667 -0.751
H 0.754 -0.154 -1.634
H -0.733 2.610 0.348
H 1.163 2.360 0.206
H 0.500 2.119 -1.195
H -1.244 -2.221 -0.628
H -2.676 -1.990 0.055
*
```

* molar mass: 116.12 g/mol
* structure (SMILES): [H]/N=C\NN(C)C(N)=O
* HOMO energy: -9.477 eV

---

Please write out number 2 again, unchanged.
A cluster of 4 separate species, C24H28NO11P in total, computed with ωB97M-V with the def2-TZVPD basis set.

```
! RIJCOSX wB97M-V def2-TZVPD def2/J DEFGRID3
* xyz 0 1
C 1.909 -0.536 6.304
C 2.231 0.913 5.561
O 2.329 1.922 6.664
C 0.901 1.281 4.672
O 0.885 0.718 3.314
C 2.007 1.261 2.490
O 1.722 0.902 1.093
C 2.888 1.074 0.215
C 3.929 2.260 0.657
N 4.834 2.742 -0.496
P 5.639 4.239 0.150
O 4.443 5.504 -0.201
O 5.689 4.179 1.919
H 1.450 -1.329 5.542
H 2.881 -0.921 6.828
H 1.022 -0.313 7.071
H 3.242 0.922 4.971
H 2.838 1.415 7.387
H -0.023 0.787 5.244
H 0.698 2.447 4.720
H 2.020 2.433 2.694
H 3.024 0.735 2.810
H 2.453 1.398 -0.848
H 3.515 0.090 0.036
H 3.383 3.228 1.070
H 4.674 1.782 1.449
H 5.621 2.049 -0.637
H 3.705 5.344 0.476
H 4.772 4.481 2.244
O -1.909 -0.109 6.451
C -2.800 -0.237 5.622
C -2.528 -0.100 4.177
C -3.502 -0.238 3.272
C -4.891 -0.534 3.678
O -5.781 -0.662 2.849
C -5.162 -0.671 5.123
C -4.188 -0.533 6.027
H -1.505 0.117 3.896
H -3.321 -0.140 2.209
H -6.186 -0.888 5.404
H -4.370 -0.631 7.091
O 1.817 -1.430 -1.268
C 0.966 -1.252 -2.128
C 0.128 -0.037 -2.137
C -0.804 0.156 -3.077
C -1.033 -0.837 -4.145
O -1.884 -0.659 -5.006
C -0.195 -2.052 -4.136
C 0.737 -2.244 -3.197
H 0.308 0.682 -1.347
H -1.428 1.041 -3.098
H -0.375 -2.771 -4.926
H 1.361 -3.130 -3.176
O -1.327 -3.206 -6.594
C -2.178 -3.028 -7.455
C -3.017 -1.813 -7.464
C -3.948 -1.621 -8.403
C -4.177 -2.613 -9.472
O -5.029 -2.435 -10.332
C -3.339 -3.828 -9.462
C -2.408 -4.020 -8.523
H -2.836 -1.094 -6.674
H -4.572 -0.735 -8.424
H -3.520 -4.547 -10.253
H -1.784 -4.906 -8.502
*
```

* molar mass: 537.46 g/mol
* structure (SMILES): C[C@H](O)COCOCCNP(O)O.O=C1C=CC(=O)C=C1.O=C1C=CC(=O)C=C1.O=C1C=CC(=O)C=C1
* HOMO energy: -9.511 eV